1.
Molecular formula: C5H7N
Method: DFT, wB97M-V/def2-TZVPD

Properties
Electronic energy = -6783.7088 eV
F_max = 0.7 eV/Å
Spin multiplicity = 1
Gap between HOMO and LUMO = 10.2 eV
LUMO = 0.26 eV

Last column: natural (NBO) charge in e.
Cartesian coordinates (Å):
C1 0.1592 1.9671 -0.0977  -0.6192
C2 0.5815 0.5721 -0.4725  -0.3747
C3 1.6181 -0.0660 -0.9325  0.1937
C4 -0.4106 -0.5724 -0.3827  -0.0845
C5 -0.0664 -1.9212 0.1675  -0.2317
N1 -0.8650 -0.9840 0.9393  -0.5622
H1 0.9623 2.6893 -0.2625  0.2323
H2 -0.1331 2.0221 0.9589  0.2247
H3 -0.7108 2.2821 -0.6857  0.2284
H4 -1.1814 -0.5386 -1.1508  0.2143
H5 0.9517 -2.1384 0.4798  0.2185
H6 -0.6216 -2.7785 -0.2048  0.2062
H7 -0.2838 -0.5337 1.6436  0.3541



2.
Molecular formula: C4H4ClF
Method: DFT, wB97M-V/def2-TZVPD

Properties
SMILES string = C=C(F)C(=C)Cl
Electronic energy = -19450.6540 eV
F_max = 4.6 eV/Å
Spin multiplicity = 1
Gap between HOMO and LUMO = 10.2 eV
LUMO = 0.61 eV

Last column: natural (NBO) charge in e.
Cartesian coordinates (Å):
C1 1.5492 -0.1006 0.4447  -0.4781
C2 0.5847 -0.8604 -0.0607  0.3636
F1 0.6596 -2.1516 -0.4216  -0.3091
C3 -0.8126 -0.2354 -0.1966  -0.0761
C4 -1.1127 1.0065 -0.3845  -0.3895
Cl1 -2.2300 -1.2164 0.2122  -0.0237
H1 2.5796 -0.4663 0.6224  0.2363
H2 1.0919 0.9483 0.8055  0.2354
H3 -0.1953 1.7264 -0.5315  0.2109
H4 -2.1144 1.3495 -0.4900  0.2303



3.
Molecular formula: C6H11N
Method: DFT, wB97M-V/def2-TZVPD

Properties
SMILES string = C=C/N=C(\C)CC
Electronic energy = -7888.4318 eV
F_max = 5.5 eV/Å
Spin multiplicity = 1
Gap between HOMO and LUMO = 10.2 eV
LUMO = 1.02 eV

Last column: natural (NBO) charge in e.
Cartesian coordinates (Å):
C1 -0.6585 -1.3538 2.8926  -0.4125
C2 -0.5316 -1.4755 1.5754  -0.0724
N1 0.5416 -0.5821 0.7855  -0.4390
C3 0.1409 -0.3189 -0.3705  0.3450
C4 -1.0011 -0.7089 -1.2467  -0.7165
C5 1.2917 0.7746 -1.0793  -0.4138
C6 0.8195 2.1919 -0.8762  -0.6174
H1 -1.2464 -2.0554 3.4794  0.2041
H2 -0.1328 -0.5704 3.4324  0.2061
H3 -1.0593 -2.2647 1.0457  0.1815
H4 -0.9860 -0.1315 -2.1741  0.2303
H5 -0.9263 -1.7700 -1.4968  0.2404
H6 -1.9448 -0.5085 -0.7352  0.2381
H7 1.3323 0.4856 -2.1311  0.1865
H8 2.2661 0.5917 -0.6246  0.2160
H9 1.4905 2.9023 -1.3742  0.2106
H10 -0.1824 2.3457 -1.2894  0.1986
H11 0.7865 2.4481 0.1871  0.2143



4.
Molecular formula: C4H10NO
Method: DFT, wB97M-V/def2-TZVPD

Properties
SMILES string = OCC[C@H]1C[NH2+]1
Charge = +1
Electronic energy = -7838.4972 eV
F_max = 6.7 eV/Å
Spin multiplicity = 1
Gap between HOMO and LUMO = 10.6 eV
LUMO = -3.60 eV

Last column: natural (NBO) charge in e.
Cartesian coordinates (Å):
O1 -2.5535 0.6936 -0.1750  -0.7110
C1 -1.7053 -0.3093 0.3160  -0.0520
C2 -0.5145 -0.5497 -0.6513  -0.4242
C3 0.6879 0.4179 -0.3484  -0.0590
C4 1.4995 0.4842 0.8680  -0.1955
N1 2.0737 0.0304 -0.4014  -0.5297
H1 -3.4397 0.5395 0.2251  0.4911
H2 -2.2929 -1.1362 0.3125  0.1933
H3 -1.2338 -0.0547 1.2665  0.1562
H4 -0.0660 -1.5704 -0.6000  0.2093
H5 -0.8231 -0.3508 -1.7137  0.2626
H6 0.4683 1.4583 -0.7042  0.2573
H7 1.8838 1.2919 1.2626  0.2331
H8 1.2739 -0.3483 1.6830  0.2407
H9 2.7629 0.4852 -0.9816  0.4684
H10 1.9788 -1.0815 -0.3580  0.4594



Let's list ΔE to the lowest compared entry with this formula, charge and spin in order: 4.804 0.803 2.100 2.820 eV.